No. 1
Below is a molecular structure, C27H44BrHgN3OP2 at a distorted geometry, with properties calculated with wB97M-V/def2-TZVPD.

The geometry in XYZ format:
```
79
Properties=species:S:1:pos:R:3
H -1.533 1.070 -2.083
C 0.842 -2.921 -0.047
H -0.948 0.631 -5.642
H 2.695 2.034 4.447
C -0.921 2.744 -5.522
H 3.518 0.086 -0.107
H -5.295 -4.164 0.674
C 1.624 2.580 -4.451
H -4.322 -3.230 -0.462
C 4.229 -0.822 4.035
C -0.179 3.840 -1.478
H 2.858 3.586 3.638
C 2.872 -3.501 -1.226
H 4.828 -1.356 3.280
C 3.082 2.520 3.549
N -4.660 -2.326 1.426
H -2.857 3.147 -1.603
H 0.612 4.574 -1.678
C 2.781 -0.641 3.597
N -0.234 3.867 -5.289
H 2.214 -0.090 4.347
H 1.365 2.301 2.262
H -0.572 3.537 -2.460
C -3.180 2.171 -1.225
H 3.059 -2.663 -3.247
H 2.697 2.633 -4.227
H -2.219 1.765 1.958
H -3.723 2.292 -0.284
H -0.621 2.360 2.319
C 1.015 3.788 -4.815
H 2.844 2.475 1.410
H -5.995 -2.775 -0.134
C 1.111 -0.794 -3.032
H 4.172 2.425 3.495
H 3.748 -4.141 -1.258
Br 2.889 -3.911 1.676
H 2.285 -1.619 3.494
C 2.415 2.002 2.293
C 1.315 -1.953 -2.211
C -1.909 3.799 1.393
C 0.378 -2.287 -1.204
H 5.903 0.509 0.478
H -5.261 -2.282 2.242
O -2.653 -1.600 0.521
H 5.535 0.569 2.223
H 4.924 1.851 1.101
C -1.408 2.380 1.556
H -0.676 -2.010 -1.328
Hg 0.141 -0.592 1.193
C 0.789 1.430 -4.471
H 1.032 2.010 -1.412
C 0.438 2.652 -0.736
H -2.431 0.179 -0.863
P -0.737 1.482 0.117
H -1.932 2.836 -5.924
C -3.451 -1.683 1.470
C 2.486 -2.725 -2.323
H -2.320 4.136 2.349
C -5.078 -3.151 0.325
C 3.904 -0.074 0.912
C 0.999 0.273 -3.658
H -2.732 3.862 0.683
H 4.689 0.137 4.326
H -0.957 4.367 -0.903
H 0.280 -2.991 0.886
P 2.455 0.217 2.018
H -1.117 4.507 1.143
C 5.136 0.779 1.216
H 4.198 -1.454 4.936
N -3.219 -1.072 2.686
C -2.041 1.174 -1.118
C 2.153 -3.380 -0.029
H 1.132 3.015 0.042
H -3.758 -1.378 3.492
H -2.314 -0.658 2.834
H -3.916 1.797 -1.943
H 1.553 4.730 -4.687
H 4.122 -1.157 0.952
C -0.392 1.483 -5.250
```

Computed properties:
Energy = -128009.9849 eV
E_HOMO = -0.500 hartree
Orbital gap = 6.09 eV
Charge = +2
Lowest unoccupied orbital energy = -7.5 eV
ΔE to the lowest compared entry with this formula, charge and spin = 0.0 kJ/mol

No. 2
Below is a molecular structure, C27H44BrMnNP2S at a distorted geometry, with properties calculated with wB97M-V/def2-TZVPD.

The geometry in XYZ format:
```
77
Properties=species:S:1:pos:R:3
C -5.742 -4.470 2.907
H 2.283 2.057 -3.002
H 0.694 0.367 -2.167
H -6.197 -0.689 2.406
H -5.662 -5.549 3.053
C -1.355 2.749 -4.988
N -6.944 -3.912 3.029
C -4.542 2.800 0.987
H -2.143 -0.074 -3.289
C -7.091 -2.600 2.860
C 5.448 -0.869 -0.954
H -0.799 -2.239 -0.241
C -0.128 0.659 -2.836
H 2.574 3.745 -3.433
H -2.171 2.983 -5.681
C -4.597 -3.717 2.607
C 1.700 -0.153 1.032
C 4.313 0.424 1.963
C 1.157 -0.189 2.436
H 0.198 4.352 -2.958
Br 1.611 1.639 0.391
C -3.584 -1.583 1.996
H 3.695 0.709 2.824
H 5.663 -0.761 -2.026
H -0.536 -0.508 3.684
C -0.904 -1.223 1.675
H -1.450 2.040 0.393
H 4.406 1.326 1.338
C -1.910 2.738 -3.568
H 5.763 -1.881 -0.662
H 3.678 0.374 -1.075
Mn -3.300 -0.224 0.849
C -0.270 -1.573 0.451
H 1.356 -1.225 -0.887
C -2.294 -1.378 1.806
H 5.612 -0.738 3.278
S -3.345 1.784 1.903
H -2.765 2.052 -3.490
H -1.404 -0.781 -1.829
H -8.097 -2.188 2.977
C -4.729 -2.330 2.402
H 6.067 -0.134 -0.424
P -0.755 2.279 -2.191
C -1.768 2.482 1.350
H -0.849 -1.287 -3.430
H 2.228 -3.797 0.643
H 1.757 0.291 3.208
C 1.806 2.961 -3.400
C 0.653 3.445 -2.531
H 6.316 -0.455 1.665
C 5.692 -0.019 2.453
H 1.500 2.772 -4.437
H -0.942 1.780 -5.293
C -1.201 -0.425 -2.848
C 3.302 -3.582 0.665
H -2.270 3.743 -3.299
C -6.015 -1.753 2.544
H 0.296 0.807 -3.839
H -5.369 2.990 1.677
H 3.373 -1.345 -1.346
H 4.653 -2.470 1.956
P 3.348 -0.766 0.979
C 3.951 -0.637 -0.734
H 3.637 -3.384 -0.361
C -0.105 -0.625 2.691
H -1.877 3.567 1.249
H 2.990 -2.504 2.524
H 6.221 0.858 2.845
H -4.906 2.249 0.113
H -3.636 -4.214 2.513
C 0.943 -1.067 0.112
H -0.584 3.516 -5.128
H 3.817 -4.488 1.010
H 1.033 3.710 -1.533
H -4.072 3.742 0.696
C 3.606 -2.428 1.617
H -1.026 2.245 2.121
```

Computed properties:
Energy = -160960.1883 eV
Spin multiplicity = 6
E_HOMO (alpha / beta) = -0.481 / -0.485 hartree
Orbital gap (alpha / beta) = 7.32 / 5.98 eV
Charge = +2
Lowest unoccupied orbital energy (alpha / beta) = -5.8 / -7.2 eV
Expectation value of S² = 8.8795
ΔE to the lowest compared entry with this formula, charge and spin = 0.0 kJ/mol

No. 3
Below is a molecular structure, C27H44BrNOP2PtS at a distorted geometry, with properties calculated with wB97M-V/def2-TZVPD.

The geometry in XYZ format:
```
78
Properties=species:S:1:pos:R:3
H -0.602 2.627 -2.480
C 2.848 0.725 -1.821
C 0.380 -1.419 1.220
C 0.913 3.509 -3.618
N 3.936 -7.950 0.130
Br 0.541 2.352 2.751
H -2.665 -2.213 -1.049
H -1.768 -0.516 -3.071
H -2.590 0.743 1.284
P 1.130 1.259 -1.465
C -1.989 0.761 6.529
H 3.127 0.916 2.730
H -4.181 1.931 4.338
H 3.800 -1.277 1.591
H 3.648 -5.480 -2.134
H -2.851 -2.519 -2.773
C 4.051 -7.246 -0.998
C 2.801 3.721 -1.195
H 3.993 0.342 -3.590
H 3.184 -8.010 2.048
C 2.315 -3.957 -0.260
C -3.101 -1.816 -1.973
O -2.369 0.048 4.019
C 3.244 1.073 -3.250
H 2.389 1.035 -3.942
C 2.759 -0.962 1.688
H -2.949 3.133 3.778
C -3.673 2.575 -1.996
H 0.889 3.374 -0.194
H -0.345 -2.213 1.012
H -4.107 3.545 -1.719
C -4.447 0.273 0.343
C 1.919 -2.749 -0.081
H 0.064 1.523 -3.655
S -1.945 1.243 4.803
C 2.391 0.210 2.343
H 2.509 4.140 -2.155
H -1.671 2.970 -1.292
C 1.763 2.805 -0.538
H 1.842 3.328 -4.168
H -4.473 1.828 -1.925
C -2.509 2.304 -1.055
H -1.002 -0.031 2.129
C 0.041 -0.278 1.988
H -2.374 -0.259 6.557
H 2.141 -5.773 1.960
C -2.930 0.092 0.465
Pt 1.106 -1.072 -0.954
C 2.676 -6.120 1.078
C 1.771 -1.698 0.970
H -0.948 0.789 6.875
H -2.664 -0.937 0.736
H -4.730 1.331 0.421
H -3.369 0.181 -2.811
C 3.258 -7.396 1.142
C 0.338 2.281 -2.915
H 2.904 -0.399 -1.626
H 3.762 3.229 -1.360
H -4.878 -0.141 -0.576
C -2.586 -0.427 -2.344
H -2.779 2.544 -0.017
H 1.061 4.365 -2.953
H 2.973 4.582 -0.537
H 3.515 1.185 -1.078
P -1.826 0.541 -0.951
H -4.193 -1.834 -1.867
H 4.611 -7.733 -1.804
H 0.172 3.862 -4.341
H -2.601 1.455 7.111
H -4.923 -0.239 1.191
C 3.505 -5.963 -1.172
H 3.692 2.077 -3.302
H 2.228 2.358 0.346
H -3.350 2.648 -3.043
H -3.375 3.057 5.521
C 2.807 -5.312 -0.112
C -3.260 2.469 4.602
C 1.025 0.601 2.463
```

Computed properties:
Energy = -134930.1357 eV
Spin multiplicity = 3
E_HOMO (alpha / beta) = -0.478 / -0.479 hartree
Orbital gap (alpha / beta) = 5.82 / 4.31 eV
Charge = +2
Lowest unoccupied orbital energy (alpha / beta) = -7.2 / -8.7 eV
Expectation value of S² = 2.0434
ΔE to the lowest compared entry with this formula, charge and spin = 324.8 kJ/mol